Here is a cluster of 11 separate species, C127H79N3O16 in total at a distorted geometry from OMol25. Energies are from ωB97M-V with the def2-TZVPD basis set.

XYZ file:
```
225
Properties=species:S:1:pos:R:3
N 20.416 18.562 15.917
C 20.185 19.299 17.028
C 19.041 20.066 17.173
C 18.008 20.054 16.214
C 18.190 19.229 15.181
C 19.375 18.516 15.063
H 21.069 19.431 17.634
H 18.921 20.593 18.109
H 17.131 20.684 16.244
H 17.503 19.156 14.351
H 19.388 17.824 14.234
N 16.649 15.818 19.936
C 17.143 16.898 19.320
C 17.234 17.101 17.955
C 16.629 16.090 17.177
C 16.122 14.957 17.782
C 16.068 14.854 19.211
H 17.402 17.731 19.956
H 17.511 18.027 17.474
H 16.660 16.162 16.100
H 15.528 14.239 17.236
H 15.642 14.019 19.746
N 17.510 22.664 13.118
C 17.195 23.422 12.035
C 17.547 24.772 11.778
C 18.357 25.332 12.709
C 18.829 24.618 13.805
C 18.301 23.315 14.056
H 16.589 23.104 11.199
H 17.262 25.273 10.864
H 18.749 26.330 12.581
H 19.571 25.173 14.360
H 18.749 22.698 14.820
C 13.706 24.616 16.561
C 12.620 24.080 17.041
C 12.763 23.122 18.080
C 13.918 22.699 18.675
C 15.063 23.269 18.070
C 14.994 24.231 17.057
C 16.386 22.836 18.576
O 17.417 23.252 18.037
C 16.454 21.798 19.674
C 17.661 21.310 20.160
C 17.657 20.410 21.245
C 16.459 20.075 21.929
C 15.244 20.578 21.463
C 15.237 21.296 20.216
C 13.913 21.813 19.786
O 12.783 21.512 20.264
H 13.567 25.390 15.820
H 11.676 24.323 16.576
H 11.809 22.732 18.401
H 15.825 24.662 16.518
H 18.625 21.573 19.748
H 18.592 20.027 21.628
H 16.505 19.283 22.662
H 14.337 20.347 22.002
C 20.505 15.472 19.568
C 20.740 16.861 19.544
C 21.665 17.432 20.434
C 22.374 16.647 21.369
C 22.088 15.240 21.392
C 21.258 14.707 20.447
C 22.632 14.420 22.559
O 22.272 13.324 22.721
C 23.694 15.112 23.382
C 24.232 14.400 24.535
C 25.262 14.889 25.207
C 25.775 16.188 24.895
C 25.144 16.971 23.969
C 24.202 16.437 23.120
C 23.405 17.344 22.155
O 23.635 18.494 22.034
H 19.792 14.940 18.956
H 20.127 17.346 18.799
H 21.940 18.466 20.290
H 20.978 13.664 20.450
H 23.618 13.571 24.853
H 25.601 14.458 26.138
H 26.618 16.657 25.380
H 25.543 17.966 23.844
C 22.326 9.798 10.726
C 22.819 10.455 9.623
C 23.217 11.781 9.748
C 23.089 12.416 10.965
C 22.596 11.747 12.126
C 22.100 10.469 11.892
C 22.559 12.357 13.502
O 22.333 11.658 14.550
C 22.756 13.865 13.443
C 22.235 14.580 14.498
C 22.394 15.975 14.492
C 23.201 16.602 13.551
C 23.642 15.890 12.376
C 23.390 14.505 12.339
C 23.713 13.763 11.075
O 24.310 14.140 10.134
H 22.092 8.777 10.465
H 22.708 9.885 8.713
H 23.469 12.249 8.808
H 21.749 9.985 12.792
H 21.661 14.285 15.364
H 21.998 16.640 15.245
H 23.358 17.665 13.661
H 24.073 16.324 11.485
C 21.186 22.983 16.923
C 22.214 23.543 16.182
C 23.489 23.621 16.700
C 23.841 23.176 17.944
C 22.785 22.543 18.690
C 21.485 22.550 18.207
C 23.050 21.845 19.965
O 22.126 21.328 20.585
C 24.445 21.910 20.564
C 24.780 21.342 21.784
C 26.112 21.134 22.182
C 27.116 21.683 21.450
C 26.845 22.424 20.312
C 25.498 22.587 19.860
C 25.206 23.374 18.559
O 26.101 23.957 17.982
H 20.134 22.885 16.702
H 21.990 23.899 15.187
H 24.210 24.168 16.111
H 20.614 22.218 18.752
H 23.972 20.940 22.377
H 26.401 20.714 23.134
H 28.010 21.664 22.056
H 27.669 22.937 19.836
C 28.085 16.811 21.226
C 29.073 17.726 20.862
C 28.873 18.521 19.738
C 27.716 18.562 19.010
C 26.711 17.578 19.360
C 26.957 16.797 20.498
C 25.324 17.656 18.830
O 24.448 16.857 19.206
C 25.055 18.757 17.757
C 23.811 18.817 17.225
C 23.550 19.839 16.369
C 24.468 20.717 15.905
C 25.763 20.599 16.271
C 26.083 19.627 17.242
C 27.559 19.531 17.883
O 28.573 20.212 17.688
H 28.095 16.212 22.124
H 29.925 17.803 21.521
H 29.549 19.335 19.520
H 26.093 16.223 20.797
H 23.038 18.145 17.569
H 22.561 20.183 16.103
H 24.299 21.474 15.153
H 26.497 21.256 15.828
C 14.021 11.465 14.065
C 15.413 11.495 14.188
C 16.059 12.779 14.001
C 15.419 13.865 13.422
C 14.000 13.770 13.210
C 13.314 12.539 13.515
C 13.337 14.910 12.593
O 12.216 14.922 12.292
C 14.089 16.192 12.566
C 13.404 17.394 12.538
C 14.076 18.617 12.630
C 15.403 18.705 12.774
C 16.133 17.536 12.589
C 15.485 16.320 12.641
C 16.298 15.103 13.029
O 17.541 15.129 13.203
H 13.475 10.580 14.357
H 16.013 10.683 14.571
H 17.136 12.810 14.060
H 12.238 12.589 13.446
H 12.326 17.390 12.479
H 13.518 19.521 12.824
H 15.832 19.690 12.883
H 17.206 17.660 12.578
C 14.210 22.454 14.007
C 13.104 22.498 13.241
C 12.050 21.564 13.485
C 12.175 20.619 14.505
C 13.377 20.673 15.318
C 14.387 21.550 14.989
C 13.544 19.827 16.574
O 14.519 20.034 17.351
C 12.690 18.614 16.646
C 12.996 17.576 17.566
C 12.057 16.495 17.732
C 11.070 16.368 16.693
C 10.842 17.338 15.799
C 11.544 18.519 15.788
C 11.120 19.612 14.816
O 10.094 19.603 14.155
H 14.898 23.284 13.947
H 12.831 23.163 12.435
H 11.121 21.624 12.938
H 15.265 21.601 15.616
H 13.893 17.581 18.168
H 12.227 15.676 18.415
H 10.382 15.535 16.680
H 9.975 17.212 15.168
C 26.304 21.123 11.373
C 26.347 20.173 10.351
C 25.151 19.688 9.891
C 23.961 19.835 10.580
C 23.905 20.741 11.633
C 25.104 21.377 12.025
C 22.543 20.917 12.354
O 22.382 21.657 13.340
C 21.325 20.294 11.766
C 20.046 20.495 12.248
C 18.913 19.857 11.713
C 19.175 18.847 10.856
C 20.366 18.668 10.183
C 21.440 19.353 10.706
C 22.753 18.929 10.190
O 22.885 17.933 9.417
H 27.194 21.626 11.722
H 27.313 19.876 9.972
H 25.234 19.022 9.045
H 25.135 22.010 12.899
H 19.827 21.148 13.080
H 17.948 20.224 12.031
H 18.363 18.214 10.532
H 20.469 17.961 9.374
```

Output
**Energy**: -170206.873 eV
**Orbital gap**: 7.564 eV
**SMILES**: O=C1c2ccccc2C(=O)c2ccccc21.O=C1c2ccccc2C(=O)c2ccccc21.O=C1c2ccccc2C(=O)c2ccccc21.O=C1c2ccccc2C(=O)c2ccccc21.O=C1c2ccccc2C(=O)c2ccccc21.O=C1c2ccccc2C(=O)c2ccccc21.O=C1c2ccccc2C(=O)c2ccccc21.O=C1c2ccccc2C(=O)c2ccccc21.c1ccncc1.c1ccncc1.c1ccncc1
**HOMO energy**: -9.133 eV